Record 1
{"formula": "C13H15DyN6OS2", "method": "ωB97M-V/def2-TZVPD", "e_homo_ha": [-0.543, -0.543], "spin_multiplicity": 6, "charge": 2, "homo_lumo_gap_ha": [0.283, 0.285], "species": ["C", "H", "Dy", "C", "N", "H", "H", "C", "C", "N", "C", "C", "N", "H", "S", "H", "H", "N", "C", "N", "N", "H", "H", "C", "C", "C", "C", "H", "H", "H", "O", "C", "H", "H", "S", "H", "H", "C"], "xyz": [[4.345, -1.569, -0.771], [4.716, -1.144, 1.984], [-1.256, -1.152, -1.519], [2.043, -1.516, 0.170], [-1.477, 3.339, -1.948], [4.220, -2.525, -1.273], [2.416, -1.018, 3.382], [0.132, 1.954, -1.412], [-2.109, -1.378, 1.413], [-0.843, -1.370, 0.951], [2.555, -1.195, 2.335], [3.698, -1.242, 1.647], [3.372, -1.446, 0.320], [0.449, 4.149, -1.420], [-3.471, -1.957, -2.946], [5.339, -1.510, -0.341], [-2.957, 1.856, -2.319], [1.504, -1.379, 1.421], [0.141, -1.446, 1.844], [-2.083, -2.412, -3.183], [-0.999, 1.213, -1.714], [-2.900, -1.311, 0.671], [4.206, -0.766, -1.490], [-0.159, 3.269, -1.552], [-2.457, -1.466, 2.735], [-1.945, 2.094, -2.033], [-1.425, -1.588, 3.651], [0.676, -1.711, 3.914], [-3.496, -1.463, 3.035], [1.067, 1.491, -1.150], [-3.473, -0.978, -1.750], [-2.229, 4.567, -2.242], [-2.542, 4.573, -3.283], [-3.098, 4.637, -1.593], [1.371, -1.744, -1.379], [-1.582, 5.419, -2.063], [-1.631, -1.692, 4.708], [-0.120, -1.584, 3.202]]}

=====

Record 2
{"formula": "C4H7ClS2", "method": "ωB97M-V/def2-TZVPD", "e_homo_ha": -0.287, "homo_lumo_gap_ha": 0.251, "species": ["C", "H", "H", "C", "S", "H", "S", "H", "H", "H", "H", "C", "C", "Cl"], "xyz": [[-0.752, -1.253, 0.166], [-0.912, 1.248, 1.252], [-0.913, -1.253, 1.249], [-1.300, 0.001, -0.491], [1.040, -1.504, -0.093], [-1.067, 0.002, -1.560], [1.040, 1.504, -0.090], [-1.202, -2.156, -0.268], [2.818, 0.000, 0.541], [-2.389, 0.001, -0.372], [-1.202, 2.157, -0.262], [-0.752, 1.253, 0.169], [1.683, -0.001, 0.243], [3.908, 0.001, -0.485]]}

=====

Record 3
{"formula": "C3H5N2O2S", "method": "ωB97M-V/def2-TZVPD", "e_homo_ha": [-0.533, -0.533], "charge": 1, "homo_lumo_gap_ha": [0.293, 0.293], "species": ["S", "H", "H", "N", "N", "O", "O", "C", "H", "C", "C", "H", "H"], "xyz": [[-2.186, 0.435, 0.735], [1.521, -0.382, -1.320], [0.812, -0.897, -0.004], [0.673, -0.467, -0.832], [-2.441, 1.500, -1.619], [-3.246, 2.090, -0.915], [-2.247, 1.628, -2.757], [-0.867, 0.349, 1.651], [0.063, 0.490, 1.325], [-1.533, 0.623, -0.864], [-0.376, 0.178, -1.401], [-0.148, 0.437, -2.393], [-1.023, 0.303, 2.850]]}

=====

Record 4
{"formula": "C28H22Cl2N5O6PPb", "method": "ωB97M-V/def2-TZVPD", "e_homo_ha": -0.295, "homo_lumo_gap_ha": 0.247, "species": ["C", "H", "O", "C", "H", "H", "N", "H", "H", "H", "C", "C", "O", "C", "C", "C", "C", "C", "C", "H", "P", "H", "C", "C", "N", "H", "H", "C", "H", "C", "C", "C", "Pb", "H", "N", "C", "C", "C", "N", "C", "H", "O", "Cl", "H", "C", "C", "H", "C", "H", "C", "H", "C", "O", "H", "N", "H", "O", "H", "H", "C", "C", "C", "H", "Cl", "O"], "xyz": [[-4.279, -3.389, 3.942], [-3.157, 2.634, -2.318], [-0.739, 1.437, -0.967], [5.409, 1.575, -0.162], [-1.780, 2.623, -3.431], [-3.221, -5.629, -3.610], [1.888, -0.512, -2.028], [0.769, 3.560, -2.523], [-5.259, -3.846, 3.913], [-2.066, 4.691, 0.108], [2.408, 0.439, -2.766], [-1.872, 3.633, 0.279], [0.325, -2.100, -0.280], [5.358, 2.308, -1.357], [-0.381, -1.763, 4.089], [1.971, 3.833, 2.710], [1.280, 2.712, 2.319], [-2.082, -3.270, 4.897], [-2.506, -4.925, -3.205], [0.283, -1.746, -3.963], [-1.074, 2.887, -1.162], [6.079, 3.099, -1.514], [-3.967, -2.374, 3.084], [1.501, 5.084, 2.249], [0.920, -1.332, -2.389], [-1.216, 3.522, 1.143], [0.139, -2.065, 5.014], [-0.678, -3.089, -2.177], [-1.158, -3.909, -0.276], [-1.849, -4.060, -4.055], [-1.724, -2.245, 3.993], [-1.363, -3.975, -1.336], [-0.459, -0.113, 1.169], [-2.773, -5.566, -1.162], [0.692, 1.766, 1.977], [3.499, 1.020, -2.074], [3.135, 3.727, 3.502], [-2.681, -1.732, 3.058], [4.105, 3.622, 4.117], [0.237, -2.128, -1.523], [-2.036, -4.074, -5.121], [2.580, -0.627, -0.828], [-3.735, -5.121, 5.956], [-2.371, 4.170, -2.768], [-2.208, 3.113, -2.557], [-2.262, -4.890, -1.834], [-2.809, 3.110, 0.475], [3.564, 0.312, -0.872], [4.388, 2.595, -3.256], [-3.321, -3.834, 4.868], [1.151, 3.671, -0.794], [4.511, 0.558, 0.104], [0.276, -1.089, 3.287], [-1.339, -3.628, 5.600], [1.088, 6.078, 1.831], [0.176, 4.938, -1.549], [-2.484, -0.753, 2.266], [4.529, -0.004, 1.028], [6.168, 1.810, 0.571], [4.418, 2.041, -2.327], [0.392, 3.871, -1.548], [-0.926, -3.139, -3.562], [1.998, 0.649, -3.738], [-5.139, -1.831, 1.938], [-0.326, -2.330, -4.456]]}

=====

Table of total energy (hartree), in record order: -2589.15433; -1413.07566; -775.03557; -3259.98914
Table of ΔE to the lowest compared entry with this formula, charge and spin (kJ/mol), in record order: 17.7; 240.0; 347.1; 70.7